# C63H55AsAuP3Si

C63H55AsAuP3Si as an isolated structure (ωB97M-V with the def2-TZVPD basis set, the OMol25 dataset).

Results
maximum force: 0.7 eV/Å

Structure (ORCA input):
```
! wB97M-V def2-TZVPD RIJCOSX def2/J DEFGRID3
* xyz 0 1
Au 0.7312 0.0883 -0.3823
C 4.4228 -0.2701 -1.4310
Si 2.5840 0.0362 -1.8350
C 2.1906 -1.4266 -3.0191
C 3.1048 -1.7760 -4.0182
C 2.9591 -2.9157 -4.7906
C 1.8448 -3.7243 -4.6164
C 0.9012 -3.3825 -3.6644
C 1.0828 -2.2687 -2.8360
P -0.2028 -1.9581 -1.5622
C -1.7079 -1.9415 -2.5857
C -1.7041 -1.0862 -3.6910
C -2.8595 -0.8789 -4.4233
C -4.0418 -1.5055 -4.0509
C -4.0568 -2.3428 -2.9457
C -2.8995 -2.5588 -2.2114
C -0.3888 -3.4985 -0.5859
C -1.1310 -3.3180 0.5831
C -1.5005 -4.3937 1.3745
C -1.0929 -5.6715 1.0244
C -0.2845 -5.8523 -0.0880
C 0.0694 -4.7769 -0.8911
C 2.5666 1.7452 -2.7008
C 3.6881 2.1482 -3.4348
C 3.8687 3.4468 -3.8752
C 2.9061 4.4001 -3.5845
C 1.7681 4.0237 -2.8926
C 1.5816 2.7130 -2.4451
P -0.0576 2.3146 -1.6535
C -0.2886 3.7650 -0.5425
C -0.6303 5.0587 -0.9438
C -0.6761 6.0964 -0.0255
C -0.3967 5.8643 1.3133
C -0.0967 4.5793 1.7332
C -0.0640 3.5417 0.8138
C -1.1023 2.6774 -3.1137
C -2.3345 3.3234 -3.0228
C -3.1505 3.4486 -4.1373
C -2.7660 2.8987 -5.3508
C -1.5517 2.2333 -5.4466
C -0.7280 2.1211 -4.3395
H 5.0942 -0.0965 -2.2745
H 4.5588 -1.3058 -1.1132
H 4.7460 0.3829 -0.6155
H 3.9646 -1.1365 -4.1888
H 3.7058 -3.1704 -5.5328
H 1.7114 -4.6139 -5.2195
H 0.0014 -3.9782 -3.5657
H -0.7829 -0.5865 -3.9682
H -2.8407 -0.2189 -5.2812
H -4.9467 -1.3414 -4.6218
H -4.9798 -2.8272 -2.6511
H -2.9188 -3.2201 -1.3536
H -1.4043 -2.3090 0.8619
H -2.1028 -4.2348 2.2617
H -1.3927 -6.5237 1.6215
H 0.0602 -6.8463 -0.3448
H 0.6973 -4.9476 -1.7536
H 4.4533 1.4141 -3.6604
H 4.7575 3.7168 -4.4323
H 3.0329 5.4292 -3.8970
H 1.0196 4.7738 -2.6947
H -0.8787 5.2708 -1.9753
H -0.9262 7.0951 -0.3614
H -0.4390 6.6771 2.0269
H 0.0981 4.3762 2.7797
H 0.1127 2.5293 1.1519
H -2.6569 3.7402 -2.0783
H -4.0932 3.9752 -4.0558
H -3.4140 2.9854 -6.2134
H -1.2491 1.8003 -6.3923
H 0.2229 1.6056 -4.4184
C 0.4117 -0.1153 3.8784
C -0.1464 1.2075 4.4096
As -2.1208 1.4957 4.4074
C -2.7425 0.9257 2.6308
C -3.2278 1.9219 1.7885
C -3.8109 1.6090 0.5700
C -3.9840 0.2853 0.2018
C -3.5514 -0.7185 1.0549
C -2.9074 -0.4032 2.2428
C -2.7272 -0.1270 5.3222
C -1.9398 -0.9752 6.0905
C -2.4899 -2.1034 6.6883
C -3.8370 -2.3876 6.5386
C -4.6402 -1.5348 5.7904
C -4.0875 -0.4155 5.1940
P 1.0566 -0.0509 2.1286
C 1.8510 -1.7062 2.1136
C 1.2501 -2.8241 2.6841
C 1.8495 -4.0731 2.5905
C 3.0392 -4.2262 1.8986
C 3.6414 -3.1192 1.3176
C 3.0575 -1.8691 1.4311
C 2.5446 1.0196 2.3887
C 3.4203 0.7892 3.4499
C 4.5900 1.5222 3.5775
C 4.9112 2.5005 2.6483
C 4.0360 2.7636 1.6064
C 2.8647 2.0301 1.4836
H -0.3555 -0.8909 3.9104
H 1.2508 -0.4699 4.4804
H 0.3103 2.0470 3.8780
H 0.1291 1.3348 5.4591
H -3.1518 2.9564 2.0997
H -4.1656 2.4038 -0.0721
H -4.4646 0.0323 -0.7362
H -3.7405 -1.7525 0.7956
H -2.5538 -1.2032 2.8845
H -0.8868 -0.7608 6.2361
H -1.8609 -2.7620 7.2743
H -4.2655 -3.2632 7.0090
H -5.6959 -1.7423 5.6718
H -4.7142 0.2473 4.6069
H 0.3023 -2.7409 3.2001
H 1.3772 -4.9296 3.0544
H 3.4939 -5.2049 1.8110
H 4.5704 -3.2288 0.7711
H 3.5337 -1.0051 0.9899
H 3.2117 0.0038 4.1673
H 5.2662 1.3209 4.3992
H 5.8437 3.0449 2.7271
H 4.2637 3.5239 0.8689
H 2.2231 2.2248 0.6416
*
```

Here are the Mulliken charges for atoms 1 to 4, given in e: 0.257, -1.585, 0.848, 0.649

# C37H49N8NaS2Se2Si4Te

C37H49N8NaS2Se2Si4Te as an isolated structure in a non-equilibrium geometry (ωB97M-V with the def2-TZVPD basis set, the OMol25 dataset).

Results
energy relative to the best compared isomer or geometry (same formula, charge and spin): 61.7 kcal per mole
maximum force: 1.9 eV/Å

Structure (ORCA input):
```
! wB97M-V def2-TZVPD RIJCOSX def2/J DEFGRID3
* xyz 0 1
Na -0.5697 -1.6315 -1.2951
C 0.2611 -4.9762 -4.1652
C 0.7464 -5.0194 -2.7685
N 0.8231 -4.0157 -1.9679
C 1.3451 -4.3598 -0.7547
C 1.6519 -5.6805 -0.6225
S 1.2835 -6.5303 -2.0723
C 1.6037 -3.3228 0.2343
C 2.7713 -3.2843 0.9496
S 2.8412 -1.8752 1.9584
C 1.2235 -1.3322 1.2401
N 0.7166 -2.3403 0.4251
C 0.2929 -0.9117 2.3484
H 0.4203 -3.9880 -4.5892
H 0.7814 -5.7263 -4.7594
H -0.8080 -5.2028 -4.1816
H 2.0658 -6.1937 0.2207
H 3.5969 -3.9622 0.9131
H 0.1865 -1.7297 3.0614
H -0.6914 -0.6942 1.9366
H 0.6906 -0.0424 2.8662
Se -5.9716 3.7531 -4.3950
N -5.0072 3.7826 -2.9030
C -4.3042 2.6608 -2.8361
C -3.4286 2.3190 -1.7593
C -3.2417 3.1722 -0.6692
C -2.4196 2.7719 0.3579
C -1.7933 1.5290 0.2490
N -1.9327 0.7128 -0.7697
C -2.7436 1.0741 -1.7775
C -2.8928 0.1846 -2.8976
N -2.1798 -0.9548 -2.9055
C -2.2920 -1.7642 -3.9360
C -3.1213 -1.5183 -5.0325
C -3.8634 -0.3599 -5.0449
C -3.7593 0.5251 -3.9706
C -4.4863 1.7570 -3.9274
N -5.3382 2.1578 -4.8607
H -3.7597 4.1182 -0.6570
H -2.2583 3.3903 1.2249
H -1.1373 1.1903 1.0392
H -1.6967 -2.6668 -3.8937
H -3.1699 -2.2272 -5.8421
H -4.5168 -0.1074 -5.8654
C -2.4791 -5.4473 1.1280
N -3.4637 -4.5150 0.6622
C -3.6398 -4.1345 -0.6236
Se -2.7683 -4.7529 -2.0619
N -4.6459 -3.2274 -0.6634
C -5.1330 -3.0205 0.6051
C -6.1463 -2.2189 1.1005
C -6.3877 -2.2780 2.4638
C -5.6533 -3.1142 3.2990
C -4.6384 -3.9184 2.8098
C -4.3788 -3.8535 1.4507
H -1.8893 -5.7789 0.2749
H -2.9661 -6.3101 1.5857
H -1.8196 -4.9717 1.8560
H -4.9674 -2.8016 -1.5179
H -6.7216 -1.5791 0.4488
H -7.1681 -1.6642 2.8888
H -5.8848 -3.1334 4.3541
H -4.0777 -4.5736 3.4571
C 3.4728 4.3958 3.5339
Si 2.1096 3.1419 3.0566
C 1.8890 1.9814 4.5667
C 0.4762 4.1269 2.8652
Si 2.8834 2.1634 1.0129
Te 1.5804 0.3195 -0.1913
Si 5.1538 1.4377 1.2504
C 5.5136 0.1012 -0.0656
C 5.4999 0.7158 2.9877
C 6.3628 2.8978 0.9781
Si 2.6461 3.7307 -0.7570
C 0.8174 4.0199 -1.2345
C 3.4997 3.0428 -2.3219
C 3.4241 5.4161 -0.3156
H 3.2408 4.9233 4.4547
H 3.6097 5.1395 2.7563
H 4.4245 3.8947 3.6764
H 1.9949 2.5247 5.5026
H 2.6357 1.1929 4.5604
H 0.9110 1.5086 4.5775
H 0.3612 4.8705 3.6493
H -0.3878 3.4712 2.9062
H 0.4508 4.6494 1.9137
H 4.9248 -0.7893 0.1345
H 6.5580 -0.1955 -0.0897
H 5.2456 0.4538 -1.0579
H 4.8280 -0.1111 3.1979
H 5.3563 1.4642 3.7617
H 6.5165 0.3420 3.0772
H 6.2668 3.3082 -0.0221
H 7.3975 2.5951 1.1107
H 6.1660 3.7005 1.6815
H 0.3347 3.0757 -1.4734
H 0.7174 4.6692 -2.0996
H 0.2582 4.4728 -0.4225
H 3.0636 2.0826 -2.5869
H 4.5610 2.8869 -2.1573
H 3.3924 3.7020 -3.1785
H 2.8550 5.9131 0.4626
H 3.4604 6.0833 -1.1707
H 4.4386 5.2925 0.0470
*
```

Here are the Mulliken charges for atoms 1 to 4, given in e: 1.071, -1.023, 0.633, -0.152

# C39H91N13O13

A 13-piece molecular cluster, C39H91N13O13 overall in a non-equilibrium geometry (ωB97M-V with the def2-TZVPD basis set, the OMol25 dataset).

Results
energy relative to the best compared isomer or geometry (same formula, charge and spin): 68.8 kcal per mole
maximum force: 7.9 eV/Å

Structure (ORCA input):
```
! wB97M-V def2-TZVPD RIJCOSX def2/J DEFGRID3
* xyz 0 1
C -19.0648 -33.9247 -9.2252
C -18.3773 -34.9373 -8.2975
O -17.6578 -35.8255 -8.7742
N -18.5881 -34.8457 -6.9652
C -18.0691 -35.6783 -5.9555
H -19.3009 -32.9803 -8.7348
H -20.0857 -34.2158 -9.4723
H -18.4680 -33.7723 -10.1245
H -19.4693 -34.4090 -6.7354
H -18.7889 -36.4418 -5.6604
H -17.8421 -35.0532 -5.0919
H -17.1331 -36.1323 -6.2808
C -18.5394 -36.4624 -2.0281
C -19.7537 -36.8979 -1.1953
O -20.8240 -36.9256 -1.7723
N -19.6608 -37.1476 0.0761
C -20.7778 -37.4909 0.9717
H -18.7354 -35.5162 -2.5323
H -18.1344 -37.1540 -2.7668
H -17.6840 -36.2250 -1.3957
H -18.7061 -37.2639 0.3846
H -21.0386 -38.5177 0.7152
H -21.6685 -36.8890 0.7916
H -20.4170 -37.5455 1.9988
C -17.6240 -31.2536 -7.5544
C -16.8990 -29.9708 -7.2806
O -17.3600 -29.2263 -6.4931
N -15.7231 -29.7242 -7.9662
C -14.9181 -28.5070 -7.8541
H -18.2369 -31.1193 -8.4457
H -18.4130 -31.5013 -6.8442
H -16.9635 -32.1060 -7.7131
H -15.3943 -30.4756 -8.5556
H -14.9394 -28.0508 -8.8438
H -13.8698 -28.6946 -7.6217
H -15.3559 -27.8092 -7.1403
C -19.2846 -40.0243 -3.0779
C -19.8315 -40.7496 -4.3062
O -19.3282 -41.8348 -4.6720
N -20.7549 -40.2183 -5.0662
C -21.3671 -38.9198 -4.8146
H -20.0085 -40.0447 -2.2632
H -18.9717 -38.9977 -3.2688
H -18.3694 -40.5116 -2.7416
H -20.9173 -40.6312 -5.9735
H -21.3921 -38.6452 -3.7601
H -22.4024 -38.7650 -5.1182
H -20.6024 -38.3093 -5.2949
C -14.0316 -37.8852 -7.5685
C -12.9022 -36.9027 -7.8204
O -12.5996 -36.0300 -7.0347
N -12.2017 -36.9689 -8.9434
C -11.1119 -36.1277 -9.3892
H -14.0179 -38.6291 -8.3651
H -15.0272 -37.4634 -7.4305
H -13.8034 -38.3586 -6.6136
H -12.3610 -37.8626 -9.3862
H -10.9837 -35.3576 -8.6285
H -11.2893 -35.6560 -10.3558
H -10.1617 -36.6609 -9.3592
C -18.2569 -35.5918 -12.4255
C -19.1301 -34.5973 -13.1788
O -20.3583 -34.5785 -13.0465
N -18.5092 -33.7735 -14.0261
C -19.2167 -32.8477 -14.8677
H -17.2297 -35.2285 -12.4532
H -18.2695 -36.5948 -12.8522
H -18.5151 -35.6943 -11.3715
H -17.5495 -34.0202 -14.2219
H -18.4683 -32.2296 -15.3635
H -20.0084 -32.3229 -14.3329
H -19.6971 -33.4334 -15.6514
C -22.2137 -34.6793 -4.3586
C -22.1418 -34.5263 -5.8562
O -21.2691 -33.8392 -6.3746
N -23.0673 -35.1309 -6.5979
C -23.0696 -35.0647 -8.0777
H -21.3258 -35.0564 -3.8510
H -23.0230 -35.3829 -4.1636
H -22.4716 -33.6904 -3.9796
H -23.6530 -35.8311 -6.1656
H -22.8388 -36.0677 -8.4368
H -22.2525 -34.4836 -8.5054
H -24.0451 -34.9261 -8.5439
C -21.9344 -30.6541 -8.1742
C -22.5204 -30.9794 -9.5409
O -23.7599 -30.7874 -9.7400
N -21.8012 -31.5705 -10.4903
C -22.2778 -31.9784 -11.7844
H -21.9773 -29.5836 -7.9731
H -20.9069 -30.9916 -8.0381
H -22.4822 -31.1128 -7.3510
H -20.8011 -31.6601 -10.3819
H -22.8941 -32.8599 -11.6077
H -21.4582 -32.2963 -12.4287
H -22.8175 -31.1905 -12.3099
C -14.9288 -33.9042 -8.9682
C -13.9048 -32.8315 -8.6223
O -14.0784 -31.6289 -8.8951
N -12.8129 -33.2260 -7.9747
C -11.7265 -32.2652 -7.6162
H -15.2688 -34.2655 -7.9977
H -14.4742 -34.7468 -9.4892
H -15.7814 -33.5084 -9.5200
H -12.7100 -34.2128 -7.7857
H -11.0417 -32.1177 -8.4513
H -11.1779 -32.7558 -6.8123
H -12.0240 -31.2839 -7.2463
C -20.3523 -38.7382 -11.9492
C -20.4782 -39.8212 -10.9126
O -20.5843 -40.9266 -11.1922
N -20.5639 -39.4315 -9.6641
C -20.5201 -38.0788 -9.0578
H -20.9161 -38.9930 -12.8466
H -19.3102 -38.4636 -12.1128
H -20.8367 -37.8719 -11.4985
H -20.7504 -40.2026 -9.0390
H -21.3288 -37.4319 -9.3978
H -19.5788 -37.5546 -9.2232
H -20.6951 -38.2595 -7.9972
C -15.0959 -32.7411 -1.4297
C -15.6922 -33.0884 -2.7943
O -16.7847 -33.6760 -2.8448
N -14.9380 -32.8376 -3.8564
C -15.4747 -33.0429 -5.2144
H -14.5892 -33.6185 -1.0277
H -15.9750 -32.5110 -0.8277
H -14.3529 -31.9632 -1.6054
H -14.0079 -32.4615 -3.7398
H -16.3332 -32.4376 -5.5057
H -15.7575 -34.0950 -5.2495
H -14.6307 -32.8674 -5.8814
C -15.6927 -40.2566 -3.6164
C -15.8427 -38.7660 -3.9801
O -16.9047 -38.3657 -4.5046
N -14.8550 -37.9464 -3.6631
C -14.8965 -36.4757 -3.9078
H -15.7789 -40.3186 -2.5316
H -14.7563 -40.7516 -3.8736
H -16.4990 -40.8286 -4.0756
H -13.9890 -38.3418 -3.3259
H -15.2562 -36.1825 -4.8941
H -13.9273 -36.0267 -3.6907
H -15.5603 -36.0546 -3.1528
C -16.8712 -31.8732 -11.9825
C -18.0590 -30.9424 -11.9327
O -18.8507 -30.9190 -10.9914
N -18.2844 -30.2196 -13.0415
C -19.4357 -29.3599 -13.3700
H -16.1325 -31.5010 -11.2726
H -16.4779 -31.8094 -12.9971
H -17.1523 -32.8961 -11.7320
H -17.6409 -30.2689 -13.8184
H -20.3774 -29.6585 -12.9094
H -19.5353 -29.4659 -14.4502
H -19.2045 -28.3660 -12.9868
*
```

Here are the Mulliken charges for atoms 1 to 4, given in e: 0.892, 0.414, -0.764, 0.941

# C7H14CaOPS

C7H14CaOPS as an isolated structure in a non-equilibrium geometry (ωB97M-V with the def2-TZVPD basis set, the OMol25 dataset).

Results
maximum force: 2.7 eV/Å

Structure (ORCA input):
```
! wB97M-V def2-TZVPD RIJCOSX def2/J DEFGRID3
* xyz -1 1
C 0.1793 0.3576 -2.0167
C -0.7210 -0.3477 -2.8557
C -0.2457 -1.6802 -3.0246
C 0.9840 -1.8088 -2.3142
C 1.2665 -0.5704 -1.6738
Ca 1.8329 2.1118 0.6708
P -0.3214 3.6866 0.2228
H 0.0997 1.4095 -1.7184
H -1.6236 0.0662 -3.3040
H -0.7392 -2.4645 -3.5987
H 2.1625 -0.3224 -1.0968
H 1.6076 -2.7018 -2.2701
H -1.5160 3.6873 1.0200
H -0.9782 3.7297 -1.0624
H -0.0717 5.1036 0.2975
C -0.6077 -0.3814 3.4075
S 0.8195 -0.8751 2.4360
C -0.0226 -1.9659 1.2858
O 1.0403 0.3949 1.5646
H -0.8000 -1.1652 4.1488
H -1.4738 -0.2510 2.7479
H -0.3608 0.5571 3.9147
H -0.5537 -2.7066 1.8905
H -0.7017 -1.4013 0.6411
H 0.7447 -2.4622 0.6877
*
```

Here are the Mulliken charges for atoms 1 to 4, given in e: 0.195, -0.853, -0.360, -0.846

Number 1: highest occupied orbital energy -6.1 eV, DFT total energy -6118.78163 a.u.. Number 2: highest occupied orbital energy -5.3 eV, DFT total energy -9065.07856 a.u.. Number 3: highest occupied orbital energy -8.6 eV, DFT total energy -3230.70940 a.u.. Number 4: highest occupied orbital energy -0.8 eV, DFT total energy -1767.35587 a.u..